(one)
This record from the Open Molecules 2025 dataset describes FH3NO2P as an isolated structure. The level of theory is wB97M-V/def2-TZVPD.

As for the frontier orbital gap (spin up / spin down): 9.652 / 9.653 eV. The calculation puts the highest occupied orbital energy (spin up / spin down) at -10.675 / -10.676 eV. The LUMO energy (spin up / spin down) comes out at -1.0 / -1.0 eV.

Last column: Mulliken charge in e.
Cartesian coordinates (Å):
N (0.795, 1.506, 0.012)  -0.45
O (1.030, -0.870, -0.748)  -0.45
O (-1.976, -0.454, -0.177)  -0.67
F (0.490, -0.818, 1.482)  -0.25
P (0.220, 0.118, 0.196)  0.93
H (0.652, 2.338, 0.416)  0.24
H (1.104, -0.645, -1.679)  0.35
H (-2.315, -1.176, 0.498)  0.30

=====

(two)
This record from the Open Molecules 2025 dataset describes one molecule with the formula FH3NO2P. The level of theory is wB97M-V/def2-TZVPD.

As for the frontier orbital gap: 10.997 eV. The calculation puts the highest occupied orbital energy at -10.908 eV. The LUMO energy comes out at 0.1 eV.

Last column: Mulliken charge in e.
Cartesian coordinates (Å):
N (-0.619, -0.399, -1.467)  -0.62
P (0.127, -0.048, -0.173)  1.01
O (0.313, -1.279, 0.762)  -0.44
O (-0.484, 1.516, 1.010)  -0.60
F (1.638, 0.504, -0.207)  -0.25
H (-0.800, 0.375, -2.073)  0.25
H (-0.105, -2.004, 0.295)  0.37
H (-0.070, 1.336, 1.853)  0.29

=====

Most stable: (two) (next structure +0.0615 hartree)

=====

(one)
This record from the Open Molecules 2025 dataset describes one molecule with the formula C5H7ClO2. The level of theory is wB97M-V/def2-TZVPD.

As for the frontier orbital gap: 9.370 eV. The calculation puts the highest occupied orbital energy at -8.748 eV. The LUMO energy comes out at 0.6 eV.

Last column: Mulliken charge in e.
Cartesian coordinates (Å):
O (-1.563, 1.714, -0.603)  -0.52
C (-1.428, 0.680, 0.369)  0.18
C (-2.213, -0.676, 0.194)  -0.45
O (-1.335, -1.645, -0.280)  -0.39
C (-0.066, -1.215, -0.073)  -0.52
C (-0.052, 0.070, 0.357)  0.08
C (1.176, 0.894, 0.302)  -0.30
Cl (2.638, -0.128, -0.117)  -0.25
H (-2.322, 2.213, -0.368)  0.33
H (-1.642, 1.099, 1.378)  0.30
H (-2.935, -0.578, -0.647)  0.33
H (-2.657, -0.954, 1.233)  0.25
H (0.833, -1.794, -0.268)  0.41
H (1.487, 1.346, 1.271)  0.27
H (1.072, 1.781, -0.435)  0.28

=====

(two)
This record from the Open Molecules 2025 dataset describes one molecule with the formula C5H7ClO2. The level of theory is wB97M-V/def2-TZVPD.

As for the frontier orbital gap: 10.261 eV. The calculation puts the highest occupied orbital energy at -10.431 eV. The LUMO energy comes out at -0.2 eV.

Last column: Mulliken charge in e.
Cartesian coordinates (Å):
C (0.522, 0.202, -2.748)  -1.27
O (0.307, -0.931, -1.942)  -0.32
C (-0.565, -0.718, -0.890)  0.63
O (-1.718, -0.978, -0.990)  -0.50
C (0.169, -0.160, 0.299)  -0.66
C (-0.521, -0.004, 1.488)  -0.10
C (-0.012, 0.485, 2.734)  -0.53
Cl (0.041, -0.778, 4.013)  -0.19
H (-0.246, 0.637, -3.282)  0.40
H (1.034, 0.798, -2.462)  0.68
H (1.217, -0.256, -3.495)  0.33
H (1.079, -0.179, 0.189)  0.63
H (-1.802, -0.272, 1.415)  0.21
H (1.009, 0.782, 2.716)  0.30
H (-0.515, 1.373, 2.955)  0.38

=====

Most stable: (one) (next structure +0.1189 hartree)

=====

(one)
This record from the Open Molecules 2025 dataset describes C19H30N4O2 as an isolated structure. The level of theory is wB97M-V/def2-TZVPD.

As for the frontier orbital gap: 7.574 eV. The calculation puts the highest occupied orbital energy at -7.126 eV. The LUMO energy comes out at 0.4 eV.

Last column: Mulliken charge in e.
Cartesian coordinates (Å):
C (-1.298, -1.462, 1.653)  -0.59
C (-2.238, -2.503, 1.978)  -0.77
C (-3.258, -2.688, 0.857)  -1.26
C (-4.227, -1.608, 0.501)  -0.46
H (-5.168, -2.064, -0.147)  0.34
H (-4.622, -1.107, 1.479)  0.16
O (-3.649, -0.817, -0.162)  0.08
C (-4.247, -0.058, -1.422)  0.42
O (-5.457, -0.172, -1.606)  -0.57
C (-3.266, 0.756, -2.146)  -0.83
N (-2.131, 1.315, -1.466)  -0.09
C (-2.018, 1.877, -0.392)  0.44
C (-2.805, 2.194, 0.442)  -0.79
C (-2.316, 3.060, 1.747)  -1.08
C (-0.993, 2.956, 1.875)  -0.11
C (-0.128, 2.343, 1.280)  -1.35
C (-0.501, 1.618, 0.057)  0.92
N (0.065, 1.066, -0.942)  0.72
C (-0.743, 0.771, -1.994)  0.26
N (-0.763, 0.035, -2.881)  -0.55
H (0.165, -0.288, -3.326)  0.28
C (1.394, 0.950, -0.942)  -1.96
H (2.042, 1.829, -0.631)  0.18
H (1.720, 0.797, -1.978)  0.30
C (1.882, -0.254, -0.549)  0.28
N (3.366, -0.654, -0.093)  0.25
C (4.067, -1.301, -1.230)  -1.29
C (4.731, 0.127, -2.141)  -1.17
H (5.114, -0.547, -2.838)  0.49
H (3.987, 0.619, -2.429)  0.37
H (5.447, 0.645, -1.604)  0.33
H (4.823, -1.791, -0.980)  0.72
H (3.428, -1.695, -1.821)  0.62
C (3.915, 0.128, 0.792)  0.17
C (5.139, -0.426, 1.470)  -1.63
H (6.018, -0.289, 0.786)  0.26
H (4.947, -1.321, 1.719)  0.58
H (5.526, 0.311, 2.528)  0.29
H (4.204, 1.243, 0.336)  0.16
H (3.100, 0.627, 1.694)  0.12
H (1.542, -1.367, -0.668)  0.40
H (1.259, -0.286, 0.910)  -0.10
H (0.896, 2.336, 1.424)  0.53
H (-0.685, 3.302, 2.937)  0.13
H (-3.133, 3.505, 2.321)  0.40
H (-3.726, 2.309, 0.318)  1.05
H (-3.773, 1.599, -2.369)  0.51
H (-2.907, 0.110, -3.011)  0.31
H (-4.051, -3.489, 1.111)  0.36
H (-3.034, -3.046, 0.030)  0.75
H (-1.863, -3.382, 2.184)  0.43
H (-2.887, -2.105, 2.826)  0.28
H (-0.407, -1.297, 2.246)  0.46
H (-0.793, -1.852, 0.746)  0.18
H (-1.691, -0.559, 1.520)  0.03

=====

(two)
This record from the Open Molecules 2025 dataset describes one molecule with the formula C19H30N4O2. The level of theory is wB97M-V/def2-TZVPD.

As for the frontier orbital gap: 8.178 eV. The calculation puts the highest occupied orbital energy at -7.324 eV. The LUMO energy comes out at 0.9 eV.

Last column: Mulliken charge in e.
Cartesian coordinates (Å):
H (-1.985, -2.043, 1.609)  0.26
N (-1.144, -1.915, 1.062)  -0.86
C (-0.879, -0.708, 0.774)  0.26
N (-1.514, 0.484, 1.101)  0.43
C (-2.740, 0.595, 1.839)  -1.60
C (-3.976, 0.674, 0.919)  -0.73
N (-4.094, -0.540, 0.135)  0.50
C (-5.345, -1.251, 0.299)  -0.75
C (-6.588, -0.575, -0.293)  -1.11
C (-3.615, -0.424, -1.231)  -0.56
C (-3.139, -1.764, -1.783)  -1.49
C (-0.841, 1.532, 0.509)  0.78
C (-1.075, 2.892, 0.510)  -0.83
C (-0.184, 3.699, -0.187)  -0.81
C (0.903, 3.163, -0.859)  -0.71
C (1.143, 1.795, -0.867)  -0.72
C (0.261, 0.989, -0.178)  0.75
N (0.201, -0.376, -0.021)  0.36
C (1.183, -1.332, -0.425)  -1.09
C (2.503, -1.115, 0.304)  0.64
O (2.642, -0.436, 1.284)  -0.56
O (3.482, -1.794, -0.298)  -0.33
C (4.787, -1.699, 0.278)  -0.65
C (5.507, -0.432, -0.173)  -0.41
C (6.930, -0.374, 0.377)  -0.41
C (7.650, 0.892, -0.070)  -1.29
H (-2.691, 1.486, 2.473)  0.47
H (-2.831, -0.286, 2.480)  0.41
H (-3.891, 1.563, 0.282)  0.35
H (-4.854, 0.802, 1.558)  0.57
H (-5.226, -2.239, -0.151)  0.38
H (-5.494, -1.399, 1.373)  0.44
H (-6.517, -0.509, -1.376)  0.26
H (-7.473, -1.155, -0.044)  0.42
H (-6.711, 0.430, 0.107)  0.30
H (-4.377, 0.006, -1.904)  0.55
H (-2.766, 0.263, -1.225)  0.28
H (-3.972, -2.439, -1.966)  0.43
H (-2.459, -2.229, -1.074)  0.25
H (-2.617, -1.606, -2.724)  0.41
H (-1.917, 3.321, 1.031)  0.38
H (-0.343, 4.767, -0.201)  0.39
H (1.576, 3.820, -1.388)  0.39
H (1.992, 1.380, -1.388)  0.44
H (0.787, -2.316, -0.152)  0.45
H (1.357, -1.298, -1.505)  0.34
H (5.315, -2.592, -0.060)  0.38
H (4.695, -1.711, 1.369)  0.35
H (5.531, -0.407, -1.265)  0.29
H (4.943, 0.436, 0.176)  0.32
H (7.486, -1.250, 0.036)  0.32
H (6.894, -0.406, 1.468)  0.33
H (8.659, 0.920, 0.334)  0.38
H (7.713, 0.933, -1.155)  0.32
H (7.117, 1.775, 0.276)  0.33

=====

Most stable: (two) (next structure +0.7990 hartree)

=====

(one)
This record from the Open Molecules 2025 dataset describes one molecule with the formula C9H10N2O2. The level of theory is wB97M-V/def2-TZVPD.

As for the frontier orbital gap (spin up / spin down): 8.609 / 6.596 eV. The calculation puts the highest occupied orbital energy (spin up / spin down) at -8.041 / -6.127 eV. The LUMO energy (spin up / spin down) comes out at 0.6 / 0.5 eV.

Last column: Mulliken charge in e.
Cartesian coordinates (Å):
C (-2.679, 0.314, 0.924)  -0.63
C (-2.924, 0.117, -0.390)  -0.54
C (-1.392, -0.438, 1.353)  -0.45
C (-1.890, -0.919, -0.980)  0.26
C (0.979, 0.305, 0.962)  -0.93
C (-0.255, -0.022, 0.493)  0.27
C (-0.503, -0.179, -0.779)  0.39
C (1.428, 0.987, -1.343)  -0.50
C (3.239, 0.161, 0.184)  -1.00
N (1.908, 0.691, -0.001)  0.11
N (-2.060, -2.038, -0.180)  -0.48
O (-1.523, -1.923, 1.051)  -0.18
O (0.322, 0.162, -1.782)  -0.47
H (-3.261, 0.922, 1.570)  0.44
H (-3.739, 0.371, -0.960)  0.51
H (-1.386, -0.434, 2.369)  0.74
H (-2.025, -1.099, -2.055)  0.49
H (1.302, 0.247, 1.994)  0.44
H (1.348, 2.154, -1.503)  0.18
H (2.243, 0.619, -2.046)  0.35
H (4.077, 0.900, 0.108)  0.32
H (3.337, -0.178, 1.313)  0.28
H (3.455, -0.721, -0.301)  0.41

=====

(two)
This record from the Open Molecules 2025 dataset describes C9H10N2O2 as an isolated structure. The level of theory is wB97M-V/def2-TZVPD.

As for the frontier orbital gap: 8.841 eV. The calculation puts the highest occupied orbital energy at -8.558 eV. The LUMO energy comes out at 0.3 eV.

Last column: Mulliken charge in e.
Cartesian coordinates (Å):
C (-2.351, 0.099, 1.798)  -0.33
C (-1.196, 0.482, 2.439)  -0.91
C (-2.345, -0.345, 0.445)  -0.79
C (0.004, 0.379, 1.797)  -0.52
C (-1.133, -0.381, -0.198)  0.51
C (0.064, -0.069, 0.461)  -0.26
C (-0.838, -0.751, -1.690)  -0.91
C (0.745, -0.933, -1.647)  -0.87
C (1.191, -0.201, -0.386)  1.07
N (2.452, -0.296, 0.179)  -0.54
N (1.387, 1.568, -1.010)  0.85
O (0.607, 1.875, -1.871)  -0.59
O (2.198, 2.261, -0.450)  -0.65
H (-3.223, 0.087, 2.366)  0.45
H (-1.413, 0.802, 3.455)  0.33
H (-3.191, -0.791, -0.019)  0.44
H (0.900, 0.492, 2.184)  0.69
H (-1.376, -1.684, -1.833)  0.42
H (-0.935, 0.127, -2.305)  0.33
H (1.204, -1.893, -1.462)  0.46
H (1.299, -0.572, -2.675)  0.29
H (3.182, -0.802, -0.382)  0.24
H (2.768, 0.547, 0.803)  0.31

=====

(three)
This record from the Open Molecules 2025 dataset describes one molecule with the formula C9H10N2O2. The level of theory is wB97M-V/def2-TZVPD.

As for the frontier orbital gap: 8.621 eV. The calculation puts the highest occupied orbital energy at -7.961 eV. The LUMO energy comes out at 0.7 eV.

Last column: Mulliken charge in e.
Cartesian coordinates (Å):
C (-3.708, -0.851, -0.083)  -0.74
O (-3.119, 0.429, -0.233)  -0.42
C (-1.770, 0.548, -0.157)  0.75
C (-1.279, 1.871, -0.107)  -0.66
C (0.100, 2.062, 0.095)  -0.59
C (0.957, 0.969, 0.131)  0.23
C (0.507, -0.336, 0.109)  0.30
C (-0.896, -0.566, -0.031)  -0.62
C (1.470, -1.510, 0.251)  -0.43
N (2.805, -1.084, -0.303)  -0.23
C (3.319, 0.163, -0.153)  0.27
O (4.514, 0.459, -0.291)  -0.67
N (2.362, 1.158, 0.152)  -0.18
H (-3.488, -1.257, 0.928)  0.34
H (-3.252, -1.629, -0.788)  0.26
H (-4.774, -0.707, -0.203)  0.24
H (-2.014, 2.697, -0.206)  0.38
H (0.572, 3.025, 0.131)  0.37
H (-1.272, -1.571, 0.014)  0.39
H (1.605, -1.858, 1.303)  0.20
H (1.075, -2.303, -0.388)  0.39
H (3.490, -1.784, -0.309)  0.22
H (2.797, 2.074, 0.140)  0.20

=====

Most stable: (three) (next structure +0.1633 hartree)